{
  "formula": "CH2ClNOS2",
  "method": "wB97M-V/def2-TZVPD",
  "charge": 0,
  "multiplicity": 1,
  "lumo_energy_ev": [-2.0, -2.0],
  "homo_lumo_gap_ev": [7.0553, 7.0875],
  "smiles": "O=C(S)N=S.Cl",
  "e_tot_ev": -38797.4966,
  "de_lowest_ev": 1.274,
  "homo_ev": [-9.09, -9.10],
  "elements": ["O", "C", "S", "N", "S", "H", "Cl", "H"],
  "positions_angstrom": [[-0.40, -0.31, -0.58], [0.73, -0.30, -0.13], [1.65, 1.11, 0.33], [1.47, -1.41, -0.12], [2.14, -2.66, 0.46], [0.48, 1.64, 0.37], [-3.26, 1.01, 0.48], [-2.81, 0.93, -0.81]]
}